Molecular formula: CH7N3O
Method: DFT, ωB97M-V/def2-TZVPD

Output
energy above the lowest of the compared OMol25 structures with the same formula, charge and spin	25.98	kJ/mol
LUMO level	0.729	eV
strongest force on any atom	2.28	eV/A
SMILES	NC(N)=O.N

The geometry in ORCA input format:
```
! wB97M-V def2-TZVPD RIJCOSX def2/J DEFGRID3
* xyz 0 1
N -0.29 1.51 0.72
C -0.40 0.92 -0.52
N 0.49 -0.16 -0.57
O -1.12 1.29 -1.42
H 0.61 1.32 1.19
H -0.60 2.48 0.80
H 0.46 -0.63 -1.46
H 0.59 -0.75 0.23
N 0.97 -2.68 1.24
H 0.44 -2.55 2.08
H 0.34 -2.73 0.49
H 1.33 -3.63 1.38
*
```

=====

Molecular formula: C35H34P2RuS2
Method: DFT, ωB97M-V/def2-TZVPD

Output
LUMO level (spin up / spin down)	-6.618 / -7.905	eV
strongest force on any atom	1.16	eV/A

The geometry in ORCA input format:
```
! wB97M-V def2-TZVPD RIJCOSX def2/J DEFGRID3
* xyz 2 5
Ru -0.11 1.66 0.50
C 2.06 4.87 3.09
C 1.33 3.56 3.42
C 0.95 3.51 4.91
C 0.12 3.33 2.54
C -0.10 4.07 1.36
C -1.29 3.93 0.62
C -2.25 2.96 0.96
C -3.52 2.81 0.18
C -1.99 2.16 2.10
C -0.85 2.37 2.89
H 2.86 5.02 3.81
H 1.38 5.72 3.16
H 2.52 4.85 2.10
H 2.03 2.74 3.23
H 0.14 4.20 5.13
H 1.82 3.80 5.50
H 0.67 2.51 5.23
H 0.59 4.85 1.08
H -1.48 4.60 -0.20
H -3.40 2.05 -0.59
H -3.78 3.74 -0.32
H -4.34 2.51 0.82
H -2.74 1.46 2.43
H -0.75 1.82 3.81
S 1.82 0.55 1.54
P 0.90 -1.06 0.66
C -0.35 -0.18 -0.24
P -0.39 0.14 -1.99
S -0.09 2.16 -1.89
C -2.05 -0.21 -2.57
C -2.86 -1.12 -1.90
C -4.13 -1.39 -2.40
C -4.57 -0.75 -3.56
C -3.75 0.15 -4.22
C -2.48 0.43 -3.74
C 0.80 -0.65 -3.06
C 0.41 -1.73 -3.85
C 1.34 -2.30 -4.71
C 2.63 -1.80 -4.77
C 3.01 -0.72 -3.98
C 2.10 -0.14 -3.12
C 0.05 -2.03 1.91
C 0.81 -2.86 2.73
C 0.18 -3.61 3.70
C -1.20 -3.55 3.84
C -1.96 -2.73 3.01
C -1.34 -1.96 2.04
C 2.05 -2.12 -0.20
C 3.40 -1.78 -0.28
C 4.28 -2.67 -0.89
C 3.81 -3.86 -1.42
C 2.46 -4.19 -1.34
C 1.57 -3.33 -0.72
H -2.51 -1.60 -1.00
H -4.77 -2.09 -1.89
H -5.55 -0.97 -3.94
H -4.09 0.64 -5.12
H -1.83 1.13 -4.24
H -0.61 -2.10 -3.81
H 1.05 -3.13 -5.34
H 3.35 -2.24 -5.45
H 4.02 -0.33 -4.04
H 2.38 0.71 -2.51
H 1.89 -2.90 2.61
H 0.76 -4.25 4.35
H -1.69 -4.15 4.59
H -3.03 -2.69 3.13
H -1.91 -1.31 1.39
H 3.75 -0.85 0.13
H 5.33 -2.42 -0.95
H 4.50 -4.54 -1.89
H 2.11 -5.13 -1.74
H 0.52 -3.58 -0.62
*
```

=====

Molecular formula: C2H26BeO19
Method: DFT, ωB97M-V/def2-TZVPD

Output
energy above the lowest of the compared OMol25 structures with the same formula, charge and spin	438.85	kJ/mol
LUMO level	3.888	eV
strongest force on any atom	11.81	eV/A

The geometry in ORCA input format:
```
! wB97M-V def2-TZVPD RIJCOSX def2/J DEFGRID3
* xyz -2 1
Be 1.15 0.99 -1.57
C 0.46 3.10 -0.95
O 0.82 4.31 -1.18
O 0.98 2.51 -1.94
O 0.79 2.97 0.23
C 0.25 -0.18 -0.42
O -0.11 0.16 -1.68
O -0.58 -0.63 0.47
O 1.33 0.38 -0.17
O -2.34 1.71 -0.18
H -3.10 1.26 -0.49
H -1.88 0.93 0.13
O -1.91 2.85 -2.62
H -1.91 2.17 -3.31
H -2.02 2.37 -1.78
O 2.32 0.35 -2.65
H 2.87 0.81 -3.34
H 2.61 -0.58 -2.82
O 2.13 1.11 2.28
H 1.85 1.04 1.36
H 2.61 0.33 2.58
O -1.53 -1.97 3.72
H -0.94 -1.45 4.26
H -1.05 -2.01 2.93
O 3.03 -1.57 0.74
H 2.78 -1.88 1.61
H 2.20 -1.23 0.34
O -0.85 1.23 2.43
H -0.06 1.25 2.88
H -0.62 0.74 1.64
O -1.41 -3.96 1.10
H -1.92 -3.28 0.70
H -2.01 -4.33 1.71
O 3.68 2.03 -0.93
H 3.91 2.95 -1.09
H 4.12 1.70 -0.16
O -2.96 -1.45 1.22
H -2.09 -1.20 0.88
H -2.91 -1.19 2.14
O -1.90 -2.16 -1.48
H -1.21 -1.49 -1.56
H -1.46 -2.87 -1.07
O 0.89 -1.69 2.34
H 0.38 -1.19 1.65
H 1.05 -2.65 2.06
O -2.07 0.20 -3.33
H -2.05 -0.49 -3.98
H -1.30 0.02 -2.68
*
```

=====

Molecular formula: C4H30BO23
Method: DFT, ωB97M-V/def2-TZVPD

Output
energy above the lowest of the compared OMol25 structures with the same formula, charge and spin	95.88	kJ/mol
LUMO level	1.945	eV
strongest force on any atom	1.22	eV/A

The geometry in ORCA input format:
```
! wB97M-V def2-TZVPD RIJCOSX def2/J DEFGRID3
* xyz -1 1
O -1.82 0.97 -2.11
C -1.09 0.37 -1.38
O 0.18 0.61 -1.13
B 0.64 -0.32 -0.07
O -0.37 -1.39 -0.10
C -1.42 -0.95 -0.74
O -2.50 -1.48 -0.82
O 0.67 0.35 1.21
C 1.86 0.21 1.78
O 2.23 0.70 2.79
C 2.74 -0.55 0.77
O 2.01 -0.79 -0.32
O 3.87 -0.90 0.96
O -4.61 -0.26 -2.17
H -3.97 -0.85 -1.71
H -5.47 -0.56 -1.87
O -1.77 1.86 1.72
H -1.27 1.10 2.06
H -1.13 2.35 1.18
O 3.32 -1.85 4.32
H 3.81 -1.09 3.95
H 3.77 -2.62 3.96
O 3.24 3.56 3.71
H 4.12 3.17 3.60
H 2.63 2.87 3.43
O -1.38 2.69 -4.39
H -1.16 3.55 -4.00
H -1.64 2.15 -3.63
O -2.54 4.19 -1.11
H -3.15 3.43 -0.89
H -2.97 4.96 -0.74
O -3.98 2.05 -0.50
H -3.79 1.54 0.30
H -4.18 1.38 -1.19
O 4.99 2.30 0.65
H 4.63 1.75 1.36
H 5.40 3.05 1.09
O 2.38 -0.40 -3.04
H 1.69 -1.04 -3.28
H 2.07 0.00 -2.23
O -2.74 -2.93 -3.71
H -3.10 -2.91 -2.81
H -2.99 -3.80 -4.04
O -2.25 -0.01 -4.98
H -2.60 -0.10 -4.08
H -1.63 0.74 -4.93
O -3.90 -3.92 -1.12
H -3.18 -4.36 -0.66
H -4.02 -3.10 -0.63
O -1.40 -4.26 0.70
H -1.30 -3.30 0.71
H -0.71 -4.59 1.29
O 6.51 -0.36 2.90
H 6.38 -1.18 2.42
H 7.25 0.07 2.45
O 0.87 -0.79 4.85
H 1.76 -1.06 4.54
H 1.04 -0.27 5.65
*
```

=====

Q: The highest strongest force on any atom belongs to which entry?
A: C2H26BeO19

=====

Q: Look up the strongest force on any atom of the first one.
A: 2.28 eV/A